(1)
{"formula": "C13H15N3O2", "method": "ωB97M-V/def2-TZVPD", "homo_energy_ev": -8.06, "lumo_energy_ev": -0.030, "gap_ev": 8.0, "multiplicity": 1, "relative_energy_kj_mol": 305.5, "e_tot_ev": -22287.0182, "species": ["N", "O", "C", "N", "O", "C", "C", "C", "C", "C", "C", "C", "C", "N", "C", "C", "C", "C", "H", "H", "H", "H", "H", "H", "H", "H", "H", "H", "H", "H", "H", "H", "H"], "xyz": [[-3.6419, 1.1367, 1.1517], [-1.3421, -0.4576, -2.5839], [-2.9784, 0.9805, 0.2236], [-0.2169, 0.9086, 0.8724], [-3.4406, 0.2784, -2.7390], [-2.2317, 0.2085, -2.1317], [2.3396, -1.6541, 1.0551], [1.2764, -0.9661, 0.6607], [2.4615, -0.2389, 3.0895], [2.8935, -1.3413, 2.4393], [0.7399, 0.1735, 1.3754], [-0.6699, 0.8058, -0.4185], [-1.9983, 0.7172, -0.7945], [1.3378, 0.5440, 2.5793], [4.1743, -2.0137, 2.8366], [0.7349, 1.6418, 3.4486], [-2.7079, 0.8421, -5.1189], [-3.5955, -0.0052, -4.1937], [2.8298, -2.3552, 0.4358], [0.6998, -1.3331, -0.2154], [2.9194, 0.1036, 4.0613], [0.1711, 0.7235, -1.1342], [4.8903, -2.1684, 1.9257], [4.8049, -1.4282, 3.4972], [3.9731, -2.9843, 3.2676], [1.0953, 2.5958, 3.2642], [1.0547, 1.4045, 4.5201], [-0.3159, 1.6187, 3.4474], [-2.3450, 1.7247, -4.5647], [-1.7917, 0.2275, -5.3476], [-3.1407, 1.0960, -6.0350], [-3.3031, -1.0293, -4.4814], [-4.6765, 0.2439, -4.3930]], "atomic_forces_ev_per_a": [[-0.1, 0.1, -0.2], [1.0, -0.5, -1.7], [0.3, -0.4, -0.2], [-0.5, 0.3, 0.3], [-0.1, 0.9, -0.4], [-0.8, -1.4, -0.8], [0.6, 1.3, 3.6], [-1.2, -0.6, -1.0], [-1.9, 0.9, -0.1], [0.7, 0.7, -2.4], [-0.2, 1.2, -0.3], [0.8, -0.9, 1.1], [0.4, 1.3, 1.4], [0.7, -0.6, 0.9], [1.4, -0.4, -1.6], [1.8, -3.2, 1.7], [2.4, -0.8, 2.3], [-0.2, 0.4, -0.2], [0.2, -1.0, -0.3], [0.6, 0.8, 0.4], [-0.8, -0.3, -1.3], [-1.0, 0.0, -0.2], [-1.5, 0.1, 1.3], [-0.3, 0.1, 0.4], [0.2, -0.3, 0.2], [0.7, 1.7, -1.0], [-0.4, 0.2, -1.4], [-1.3, -0.2, -0.5], [-0.3, -0.1, -0.5], [-0.8, 0.8, 0.2], [-1.0, 0.5, -1.2], [-0.8, 0.1, 0.9], [1.1, -0.6, 0.5]], "nbo_charge": [-0.34, -0.62, 0.29, -0.55, -0.51, 0.78, -0.12, -0.27, 0.04, -0.11, 0.44, 0.19, -0.38, -0.37, -0.63, -0.38, -0.64, -0.07, 0.22, 0.24, 0.22, 0.21, 0.22, 0.22, 0.22, 0.21, 0.20, 0.24, 0.22, 0.22, 0.22, 0.20, 0.20]}

(2)
{"formula": "C13H15N3O2", "method": "ωB97M-V/def2-TZVPD", "homo_energy_ev": -8.40, "lumo_energy_ev": 0.780, "gap_ev": 9.2, "multiplicity": 1, "relative_energy_kj_mol": 69.5, "e_tot_ev": -22289.4643, "species": ["C", "H", "H", "H", "C", "N", "N", "C", "C", "C", "C", "O", "N", "C", "C", "C", "C", "C", "C", "O", "C", "H", "H", "H", "H", "H", "H", "H", "H", "H", "H", "H", "H"], "xyz": [[-0.1001, 2.2971, -3.2532], [0.4134, 3.2349, -3.4443], [-0.8359, 2.1318, -4.0370], [-0.6068, 2.3699, -2.2944], [0.9103, 1.1540, -3.2234], [0.2517, -0.1186, -3.0865], [0.0389, -0.8542, -4.1600], [-0.6097, -1.9350, -3.7586], [-0.8292, -1.8934, -2.3834], [-0.2602, -0.6927, -1.9679], [-0.1374, -0.1015, -0.6251], [0.5023, 0.9030, -0.3829], [-0.8304, -0.7954, 0.3262], [-0.8374, -0.4673, 1.6937], [-2.0405, -0.3729, 2.3749], [-2.0686, -0.0290, 3.7151], [-0.8823, 0.2329, 4.3735], [0.3295, 0.1184, 3.7130], [0.3753, -0.2548, 2.3744], [1.5120, -0.4817, 1.6711], [2.7459, -0.1467, 2.2545], [2.7810, 0.9097, 2.5363], [3.4936, -0.3380, 1.4865], [2.9597, -0.7689, 3.1308], [1.2421, 0.3073, 4.2556], [-0.8914, 0.5189, 5.4145], [-3.0116, 0.0445, 4.2342], [-2.9606, -0.5616, 1.8404], [-1.5096, -1.4748, 0.0203], [-1.3143, -2.6430, -1.7907], [-0.8895, -2.6937, -4.4617], [1.4657, 1.1118, -4.1627], [1.5941, 1.2889, -2.3834]], "atomic_forces_ev_per_a": [[0.1, -0.2, 0.0], [0.0, 0.1, 0.0], [0.0, 0.0, -0.1], [0.0, 0.0, 0.1], [0.2, 0.8, -0.1], [-0.1, -0.4, 0.5], [0.1, 0.0, -0.7], [-0.1, 0.1, 0.2], [0.1, 0.3, 0.2], [-0.1, -0.5, -0.4], [-0.1, 0.2, 0.2], [-0.1, 0.0, -0.1], [-0.1, -0.3, 0.0], [0.2, 0.2, 0.2], [0.2, 0.0, -0.1], [0.0, 0.0, 0.1], [-0.1, 0.0, 0.0], [0.2, 0.0, -0.1], [-0.1, -0.1, -0.1], [-0.5, -0.1, 0.1], [0.2, 0.0, 0.1], [0.0, 0.0, 0.0], [0.0, 0.0, 0.1], [0.0, 0.1, 0.0], [0.1, 0.0, 0.0], [0.0, 0.0, 0.1], [-0.1, 0.0, 0.0], [-0.1, 0.0, -0.1], [0.1, 0.1, 0.0], [0.0, -0.1, 0.2], [0.0, -0.1, -0.2], [-0.1, -0.1, 0.2], [-0.1, -0.1, -0.2]], "nbo_charge": [-0.61, 0.21, 0.21, 0.22, -0.22, -0.12, -0.24, -0.07, -0.30, 0.01, 0.66, -0.60, -0.60, 0.07, -0.20, -0.24, -0.19, -0.31, 0.38, -0.50, -0.25, 0.18, 0.20, 0.17, 0.22, 0.21, 0.22, 0.21, 0.40, 0.22, 0.21, 0.22, 0.24]}

(3)
{"formula": "C13H15N3O4PdTe", "method": "ωB97M-V/def2-TZVPD", "homo_energy_ev": -0.74, "lumo_energy_ev": 4.049, "gap_ev": 4.8, "multiplicity": 1, "total_charge": -2, "relative_energy_kj_mol": 43.7, "e_tot_ev": -37158.5436, "species": ["Pd", "O", "C", "O", "C", "C", "C", "N", "C", "C", "C", "O", "O", "H", "H", "H", "C", "C", "N", "C", "C", "N", "H", "H", "H", "H", "H", "H", "C", "Te", "C", "H", "H", "H", "H", "H", "H"], "xyz": [[-0.2751, 0.5722, -0.1357], [-0.1723, -1.5095, 6.8941], [-0.6173, -2.2204, 5.9627], [-1.0779, -3.3779, 6.0110], [-0.6160, -1.5486, 4.5648], [-0.1778, -0.2353, 4.4223], [-0.1655, 0.3410, 3.1664], [-0.5472, -0.3015, 2.0590], [-0.9819, -1.5605, 2.1782], [-1.0330, -2.2048, 3.4147], [-1.4195, -2.2889, 0.8834], [-1.8317, -3.4538, 1.0291], [-1.2775, -1.6500, -0.1905], [0.1510, 0.3028, 5.3015], [0.1699, 1.3634, 3.0206], [-1.3939, -3.2212, 3.4629], [2.3641, -1.3876, 0.5806], [3.0096, -0.5278, -0.4424], [2.4333, 0.4420, -1.1082], [3.3940, 0.9628, -1.9399], [4.5737, 0.3009, -1.7800], [4.3181, -0.6517, -0.8167], [1.3029, -1.1364, 0.5881], [2.7643, -1.1995, 1.5791], [2.4744, -2.4489, 0.3504], [3.1738, 1.7825, -2.6041], [5.5386, 0.4107, -2.2443], [4.9638, -1.3239, -0.4466], [-2.2178, 3.7807, -2.0853], [-1.8261, 2.5344, -0.3377], [-3.6484, 1.4646, -0.6946], [-2.1674, 3.1652, -2.9826], [-1.4503, 4.5537, -2.1363], [-3.1994, 4.2502, -2.0060], [-4.5203, 2.0377, -0.3824], [-3.5669, 0.5346, -0.1354], [-3.7056, 1.2264, -1.7559]], "atomic_forces_ev_per_a": [[-0.4, 0.6, -0.1], [0.1, 0.0, 0.0], [-0.2, 0.1, 0.0], [0.1, 0.0, 0.0], [0.1, 0.0, 0.0], [0.0, 0.0, 0.0], [0.0, 0.0, 0.0], [0.1, -0.1, 0.0], [-0.1, 0.1, 0.0], [0.0, 0.0, 0.0], [0.3, -0.1, 0.0], [-0.1, 0.1, 0.0], [0.0, -0.1, 0.0], [0.0, 0.0, 0.0], [0.0, 0.0, 0.0], [0.0, 0.0, 0.0], [0.0, 0.0, 0.0], [0.1, 0.0, 0.0], [-0.1, -0.1, 0.1], [0.0, 0.0, 0.0], [0.0, 0.0, 0.0], [-0.1, 0.0, 0.0], [-0.1, -0.1, 0.1], [0.0, 0.0, 0.0], [0.0, 0.0, 0.0], [0.0, 0.0, 0.0], [0.0, 0.0, 0.0], [0.0, 0.0, 0.0], [0.0, 0.0, 0.0], [0.3, -0.1, 0.0], [0.0, -0.1, -0.1], [0.0, 0.0, 0.0], [0.0, 0.0, 0.0], [0.0, 0.0, 0.0], [0.0, 0.0, 0.0], [0.0, 0.0, 0.0], [0.0, 0.0, 0.0]], "nbo_charge": [0.07, -0.79, 0.74, -0.76, -0.10, -0.25, 0.00, -0.51, 0.08, -0.21, 0.73, -0.75, -0.79, 0.23, 0.18, 0.26, -0.67, 0.37, -0.45, -0.09, -0.15, -0.54, 0.28, 0.22, 0.22, 0.20, 0.20, 0.40, -0.93, 0.48, -0.91, 0.20, 0.20, 0.19, 0.19, 0.25, 0.21]}

(4)
{"formula": "C13H15N3O6S2", "method": "ωB97M-V/def2-TZVPD", "homo_energy_ev": -8.72, "lumo_energy_ev": -0.003, "gap_ev": 8.7, "multiplicity": 1, "e_tot_ev": -52151.3905, "species": ["C", "H", "H", "H", "S", "C", "C", "H", "H", "C", "N", "S", "O", "O", "C", "C", "C", "C", "C", "C", "H", "H", "N", "C", "O", "C", "O", "N", "H", "H", "H", "H", "C", "O", "O", "H", "H", "H", "H"], "xyz": [[3.9629, 1.7696, 2.9946], [3.1028, 2.1209, 2.4327], [4.8330, 2.3846, 2.7891], [3.7526, 1.7700, 4.0603], [4.3746, 0.0800, 2.4702], [2.7384, -0.7133, 2.6364], [2.1208, -1.0863, 1.2934], [2.6817, -1.9048, 0.8397], [1.0962, -1.4089, 1.4764], [2.1407, 0.0842, 0.3061], [1.4730, 1.2652, 0.8099], [-0.0696, 1.2925, 1.4597], [-0.2651, 2.6634, 1.8181], [-0.1557, 0.2906, 2.4797], [-1.2086, 0.8724, 0.1470], [-1.6377, -0.4305, 0.0231], [-2.4818, -0.7673, -1.0285], [-2.8815, 0.2233, -1.9400], [-2.4494, 1.5372, -1.7790], [-1.6093, 1.8614, -0.7325], [-1.2617, 2.8691, -0.5783], [-2.7702, 2.2911, -2.4810], [-3.7068, -0.1481, -2.9795], [-4.1806, -1.4103, -3.2273], [-4.8910, -1.6405, -4.1748], [-3.7526, -2.4813, -2.2354], [-4.0950, -3.6345, -2.3262], [-2.9391, -2.0550, -1.2180], [-2.6612, -2.7633, -0.5471], [-3.9936, 0.5669, -3.6395], [-1.3227, -1.1667, 0.7458], [1.5578, 2.0542, 0.1864], [1.6097, -0.3150, -1.0603], [0.8465, 0.3577, -1.7069], [2.0973, -1.4747, -1.4936], [1.7757, -1.6745, -2.3884], [3.2015, 0.3536, 0.1650], [2.0909, -0.0204, 3.1673], [2.8772, -1.6125, 3.2357]], "atomic_forces_ev_per_a": [[0.0, -0.4, 0.0], [0.0, 0.1, 0.1], [0.0, 0.1, 0.0], [0.0, 0.1, 0.0], [0.0, 0.0, 0.1], [0.4, 0.1, -0.1], [0.2, 0.1, 0.0], [-0.1, 0.0, 0.0], [0.0, -0.2, -0.1], [0.0, -0.6, -0.1], [-0.7, 0.1, 0.3], [0.1, 0.2, -0.1], [-0.1, 0.1, -0.4], [0.0, -0.2, -0.3], [0.2, 0.2, 0.6], [-0.2, -0.1, -0.2], [0.2, 0.8, -0.1], [0.4, -0.1, 0.6], [0.1, -0.2, 0.1], [-0.1, 0.1, 0.0], [0.0, 0.2, -0.1], [0.0, 0.1, -0.1], [-0.1, 0.2, -0.2], [-0.3, 0.3, -0.6], [0.1, -0.2, 0.2], [0.1, -0.7, 0.4], [-0.1, 0.2, -0.2], [0.0, -0.3, 0.2], [-0.1, 0.0, -0.2], [0.0, -0.2, 0.1], [0.0, -0.2, 0.1], [0.0, 0.2, -0.1], [-0.4, 0.5, -0.4], [0.3, -0.1, -0.1], [0.4, -0.6, 0.0], [-0.1, 0.3, 0.2], [-0.3, 0.0, 0.0], [0.0, -0.1, 0.1], [-0.1, 0.1, 0.0]], "nbo_charge": [-0.73, 0.23, 0.23, 0.22, 0.15, -0.53, -0.42, 0.23, 0.23, -0.18, -0.86, 2.32, -0.93, -0.95, -0.32, -0.23, 0.19, 0.12, -0.21, -0.18, 0.24, 0.22, -0.57, 0.57, -0.53, 0.57, -0.53, -0.59, 0.42, 0.42, 0.24, 0.41, 0.78, -0.61, -0.68, 0.51, 0.26, 0.24, 0.23]}

(5)
{"formula": "C13H15N4O5SZn", "method": "ωB97M-V/def2-TZVPD", "homo_energy_ev": -11.76, "lumo_energy_ev": -3.901, "gap_ev": 7.9, "multiplicity": 1, "total_charge": 1, "e_tot_ev": -89172.3212, "species": ["Zn", "O", "C", "O", "C", "O", "C", "C", "O", "O", "H", "H", "H", "H", "H", "S", "C", "N", "C", "C", "C", "N", "H", "H", "H", "H", "N", "C", "C", "C", "C", "C", "N", "H", "H", "H", "H", "H", "H"], "xyz": [[0.1254, -0.5289, 0.5262], [-2.6505, 2.5155, 0.8797], [-2.1049, 1.3414, 1.0155], [-0.9749, 1.1558, 1.4335], [-3.0211, 0.1852, 0.6676], [-2.2830, -0.9303, 0.2218], [-2.2167, -0.9896, -1.2083], [-1.2830, 0.1412, -1.7396], [-1.6524, 0.8787, -2.6171], [-0.1579, 0.1985, -1.1215], [-2.0397, 3.2543, 1.0580], [-3.7524, 0.5194, -0.0743], [-3.5500, -0.1080, 1.5851], [-3.2131, -0.9092, -1.6517], [-1.7822, -1.9634, -1.4423], [1.7404, -2.4594, -0.5309], [1.1945, -3.0860, 0.8834], [1.6972, -4.2682, 1.3894], [1.2318, -4.8154, 2.5200], [0.2237, -4.1920, 3.2064], [-0.2436, -2.9682, 2.6872], [0.2306, -2.4366, 1.5955], [2.4412, -4.7029, 0.8531], [1.6927, -5.7334, 2.8548], [-0.1804, -4.5912, 4.1197], [-1.0182, -2.4149, 3.1999], [1.1526, -0.0501, 3.4574], [2.1177, 0.3078, 2.5597], [3.4266, 0.5947, 2.9704], [4.3670, 0.9477, 2.0306], [3.9851, 1.0245, 0.6922], [2.6963, 0.6859, 0.3550], [1.7867, 0.3043, 1.2619], [1.3224, 0.2207, 4.4137], [0.2094, 0.1214, 3.1380], [3.6676, 0.5344, 4.0191], [5.3811, 1.1654, 2.3276], [4.6803, 1.3237, -0.0724], [2.3529, 0.7126, -0.6684]], "atomic_forces_ev_per_a": [[0.0, -0.8, 0.9], [-0.4, 0.5, -0.2], [0.2, -0.3, 0.2], [0.1, 0.1, 0.2], [-0.3, 0.1, 0.0], [-0.1, 0.0, 0.3], [0.3, 0.2, -0.6], [-0.8, -0.5, 0.0], [-0.2, 0.1, -0.4], [0.3, 0.6, -0.9], [0.0, -0.4, 0.1], [0.0, -0.1, 0.1], [0.1, 0.2, -0.2], [0.1, 0.0, 0.1], [0.0, 0.0, 0.0], [0.2, -0.1, -0.4], [0.5, -0.2, -0.4], [-0.2, 0.2, 0.0], [-0.4, 0.1, 0.5], [0.1, 0.1, -0.2], [0.1, -0.5, 0.4], [-0.2, 0.3, -0.2], [-0.1, 0.0, 0.1], [0.0, 0.0, -0.1], [0.0, -0.1, 0.0], [-0.1, 0.0, 0.1], [-0.4, -0.1, 0.2], [0.7, 0.0, -0.4], [-0.1, 0.0, 0.0], [-0.3, -0.1, 0.0], [-0.1, 0.0, -0.1], [0.4, 0.2, -0.1], [0.2, 0.1, 0.7], [-0.1, 0.0, 0.0], [0.0, 0.2, 0.2], [0.1, 0.0, 0.1], [0.1, 0.0, 0.0], [0.1, 0.0, -0.1], [0.0, 0.0, -0.1]], "nbo_charge": [1.69, -0.62, 0.82, -0.71, -0.19, -0.56, -0.20, 0.74, -0.59, -0.95, 0.52, 0.23, 0.23, 0.21, 0.21, -0.12, 0.20, -0.51, 0.15, -0.36, 0.19, -0.62, 0.45, 0.25, 0.26, 0.22, -0.80, 0.40, -0.29, -0.11, -0.29, 0.09, -0.68, 0.40, 0.40, 0.23, 0.24, 0.24, 0.24]}

(6)
{"formula": "C13H15N8S2V", "method": "ωB97M-V/def2-TZVPD", "homo_energy_ev": [-14.26, -14.20], "lumo_energy_ev": [-7.673, -6.900], "gap_ev": [6.6, 7.3], "s2": 2.2652, "multiplicity": 3, "total_charge": 2, "relative_energy_kj_mol": 41.9, "e_tot_ev": -72990.4621, "species": ["V", "N", "N", "C", "N", "S", "H", "H", "H", "H", "H", "N", "C", "N", "C", "N", "C", "C", "N", "C", "C", "N", "H", "H", "H", "H", "H", "S", "C", "C", "C", "C", "C", "C", "H", "H", "H", "H", "H"], "xyz": [[-1.1571, 0.6310, 0.5548], [-3.0725, -0.5544, 0.1177], [-4.2629, 0.1960, 0.0649], [-4.2088, 1.5369, 0.0222], [-5.3412, 2.2091, -0.0629], [-2.7216, 2.3876, 0.0512], [-2.9536, -1.0337, -0.7752], [-3.1808, -1.2682, 0.8360], [-5.1315, -0.3092, -0.0472], [-6.2486, 1.7689, -0.0998], [-5.3086, 3.2169, -0.1004], [0.1273, -2.6701, 2.9904], [-0.5352, -1.5202, 3.0127], [-0.5986, -1.0409, 1.7747], [0.0872, -1.9741, 1.0423], [0.5349, -2.9782, 1.7445], [0.3170, -1.7548, -0.3878], [1.0379, -2.6157, -1.2015], [1.2492, -2.3323, -2.4809], [0.7594, -1.1951, -2.9487], [0.0391, -0.3122, -2.1462], [-0.1840, -0.6033, -0.8666], [0.3467, -3.2847, 3.7631], [-0.9410, -1.0702, 3.9045], [1.4540, -3.5359, -0.8107], [0.9383, -0.9589, -3.9901], [-0.3395, 0.6311, -2.5196], [0.3602, 2.2238, 0.6515], [2.0128, 1.7734, 0.2252], [2.7504, 2.7438, -0.4574], [4.0554, 2.4710, -0.8323], [4.6277, 1.2451, -0.5174], [3.8988, 0.2910, 0.1847], [2.5925, 0.5515, 0.5572], [2.3055, 3.7013, -0.6920], [4.6289, 3.2185, -1.3619], [5.6500, 1.0399, -0.8033], [4.3609, -0.6489, 0.4544], [2.0514, -0.1757, 1.1497]], "atomic_forces_ev_per_a": [[-0.4, -0.1, 0.1], [-0.2, 0.0, -0.1], [0.0, -0.1, 0.1], [0.1, 0.1, 0.0], [0.0, -0.1, 0.0], [0.0, -0.1, 0.0], [0.0, 0.0, 0.0], [0.0, 0.0, 0.0], [0.0, 0.0, 0.0], [0.0, 0.0, 0.0], [0.0, 0.0, 0.0], [0.0, 0.0, -0.1], [-0.1, 0.1, 0.1], [0.2, 0.0, 0.1], [0.1, -0.2, -0.3], [0.0, 0.1, 0.1], [0.0, -0.1, 0.0], [0.0, 0.0, 0.0], [0.0, 0.0, 0.0], [-0.1, 0.2, 0.0], [0.1, -0.1, 0.0], [0.0, 0.0, 0.1], [0.0, 0.0, 0.0], [0.0, 0.0, 0.0], [0.0, 0.0, 0.0], [0.0, 0.0, 0.0], [0.0, 0.0, 0.0], [0.3, 0.1, 0.1], [-0.2, 0.2, -0.1], [0.1, -0.1, 0.0], [0.0, -0.1, 0.0], [0.0, 0.0, 0.0], [0.1, 0.0, 0.0], [0.0, -0.1, 0.1], [0.0, 0.0, 0.0], [0.0, 0.0, 0.0], [0.0, 0.0, 0.0], [0.0, 0.0, 0.0], [0.0, 0.0, 0.0]], "lowdin_spin": [2.28, 0.01, 0.00, 0.00, 0.00, -0.01, 0.00, 0.00, 0.00, 0.00, 0.00, 0.00, 0.01, 0.01, 0.01, 0.00, 0.01, 0.00, 0.01, 0.00, 0.01, 0.01, 0.00, 0.00, 0.00, 0.00, 0.00, -0.26, -0.01, -0.03, 0.00, -0.04, 0.00, -0.03, 0.00, 0.00, 0.00, 0.00, 0.00]}